1:
# C4H13NSi

The molecule C4H13NSi (ωB97M-V/def2-TZVPD, the OMol25 dataset).

Its total charge is 0. As for the spin multiplicity: 1. Its SMILES is C[Si](C)(C)CN.

Cartesian coordinates (Å):
C (0.612, -1.232, 1.489)
Si (-0.129, -0.392, 0.002)
C (-1.163, 1.033, 0.676)
C (-1.448, -1.176, -1.093)
C (1.301, 0.359, -1.032)
N (1.919, 1.579, -0.495)
H (1.566, -1.706, 1.307)
H (0.763, -0.573, 2.349)
H (-0.119, -2.044, 1.653)
H (-1.803, 0.885, 1.493)
H (-1.977, 1.169, -0.007)
H (-0.675, 2.014, 0.765)
H (-2.365, -1.011, -0.669)
H (-1.217, -2.222, -1.092)
H (-1.606, -0.767, -2.092)
H (2.038, -0.381, -0.995)
H (0.927, 0.477, -2.084)
H (1.287, 2.366, -0.689)
H (2.089, 1.622, 0.515)



2:
# C4H13NSi

The molecule C4H13NSi (ωB97M-V/def2-TZVPD, the OMol25 dataset).

Its total charge is 0. As for the spin multiplicity: 1. Its SMILES is CC(C)C[SiH2]N.

Cartesian coordinates (Å):
C (0.009, -1.076, 2.071)
C (-0.144, -0.903, 0.588)
C (-1.541, -1.371, 0.150)
C (0.026, 0.853, 0.182)
Si (0.420, 0.938, -1.625)
N (1.442, 2.352, -1.811)
H (-0.718, -0.434, 2.741)
H (1.021, -0.833, 2.512)
H (-0.188, -2.172, 2.352)
H (0.700, -1.353, 0.001)
H (-1.436, -1.678, -1.003)
H (-2.148, -0.596, 0.306)
H (-1.808, -2.208, 0.755)
H (-0.791, 1.525, 0.571)
H (0.939, 1.081, 0.812)
H (0.986, -0.373, -2.085)
H (-0.748, 1.452, -2.464)
H (2.403, 2.074, -1.374)
H (1.578, 2.723, -2.681)



Stability order, top to bottom: 1, 2